No. 1
The following is a DFT calculation (wB97M-V/def2-TZVPD) of a structure of composition C34H38FeGe2N6.

```
81
Properties=species:S:1:pos:R:3:mulliken_charge:R:1
H 0.209 5.297 -1.769 0.341
C -3.771 -1.319 -1.415 -0.707
C -3.702 -2.157 0.690 -0.264
H -2.792 1.988 -0.854 0.327
H 2.754 1.830 0.901 0.651
C 1.310 0.054 3.219 0.511
C -1.449 -2.204 4.511 0.669
N -1.971 -0.705 -0.009 1.152
H 1.725 5.687 -0.966 0.421
N 1.497 0.639 2.022 0.489
H 1.552 -3.798 -1.760 0.463
H -0.174 1.434 -8.030 0.421
H 3.305 0.181 -0.556 0.351
H 2.945 1.709 -1.367 0.172
H 2.092 -0.212 5.213 0.460
H -0.212 -2.022 -2.059 0.455
C -2.455 4.129 -0.831 -1.376
C 0.476 1.075 -3.455 0.699
H 4.990 0.599 -2.319 0.447
C -2.519 -1.474 0.945 0.133
H 2.787 -2.563 -1.535 0.294
C 0.079 1.315 -5.912 -0.582
Ge -0.241 2.355 -1.091 0.059
H -1.788 4.864 -0.380 0.312
H 1.375 -0.433 -8.503 0.426
C -2.590 -0.626 -1.184 -0.807
H 0.567 -1.968 -0.494 0.398
H -2.137 -0.006 -1.948 0.658
H -2.097 2.589 0.648 0.373
C 1.190 -0.129 -7.481 -0.478
C 2.987 0.623 -1.503 -0.075
H 1.981 -2.746 -3.098 0.313
H -0.610 2.127 -5.720 0.368
C -2.075 2.694 -0.442 -0.234
H -3.131 -2.806 3.326 0.658
C -0.941 -3.600 6.512 -0.539
C 1.140 4.872 -1.392 -1.520
H 2.497 -1.605 -6.638 0.438
H -4.163 -2.787 1.440 0.465
H 0.328 -1.404 5.401 0.674
H 2.081 -0.907 -4.321 0.011
C -2.219 -2.227 3.347 -1.073
H -0.695 -4.824 8.260 0.380
C 3.988 0.287 -2.612 -1.387
C 2.589 1.383 1.867 -0.369
C -1.394 -4.289 7.628 -0.435
C -3.214 -3.001 6.082 -0.524
C 2.227 0.248 4.243 -0.223
Fe -0.077 0.218 0.523 0.556
C -1.789 -1.529 2.236 0.161
Ge 1.135 0.106 -1.893 0.080
H 3.741 0.804 -3.539 0.343
C 1.833 -2.777 -2.020 -1.390
N -0.647 -0.830 2.248 -0.263
N -4.322 -2.079 -0.480 -0.536
H 1.854 3.401 0.006 0.175
H -0.395 3.021 -3.694 0.526
C 3.493 1.563 2.908 -1.051
C 0.896 3.779 -0.344 -0.285
C 1.817 -0.789 -6.436 -1.158
C -0.269 -1.459 4.503 -0.897
H -3.980 -2.484 5.519 0.486
C -0.083 2.226 -3.023 -0.377
H -4.274 -1.255 -2.371 0.427
H 0.112 -3.614 6.261 0.487
H 1.690 4.479 -2.248 0.351
C -3.556 -3.706 7.227 -0.438
C 0.320 0.923 -7.216 -0.870
H 4.377 2.173 2.772 0.428
C 0.709 0.663 -4.848 0.425
H 0.377 4.179 0.530 0.494
N -2.672 -4.342 7.986 -0.540
N 3.310 0.999 4.091 -0.530
C 1.571 -0.394 -5.131 0.501
C 0.097 -0.783 3.354 -0.022
C 0.738 -1.806 -1.571 -0.292
H -3.465 4.356 -0.489 0.419
H -4.590 -3.757 7.548 0.381
H -2.436 4.268 -1.912 0.355
C -1.873 -2.943 5.716 0.390
H 4.025 -0.783 -2.824 0.266
```

* energy above the lowest of the compared OMol25 structures with the same formula, charge and spin: 0.00 kcal/mol
* gap between HOMO and LUMO (alpha / beta): 0.232 / 0.232 Eh
* 2S+1: 5
* LUMO energy (alpha / beta): -7.017 / -7.021 eV
* largest force on an atom: 0.404 eV/A
* charge: +2
* calculated total energy: -7063.95669 a.u.



No. 2
The following is a DFT calculation (wB97M-V/def2-TZVPD) of a structure of composition C34H38MoN6O6P2 at a distorted geometry.

```
87
Properties=species:S:1:pos:R:3:mulliken_charge:R:1
H -0.442 1.813 -6.671 0.332
C 3.056 2.102 -0.953 -0.513
H 0.519 3.642 -4.475 0.392
C 4.340 -2.274 1.589 -0.690
H 1.685 -2.134 -2.090 1.188
N -1.769 0.380 -0.429 0.096
H 1.798 1.395 1.145 0.959
H -1.205 0.368 9.088 0.611
H 4.323 -4.317 0.701 0.494
H -2.613 -0.338 -2.272 0.040
C -1.638 1.091 5.777 -0.242
C -0.924 -0.663 -5.316 -1.006
C 3.937 -3.320 0.729 -0.826
C 4.129 2.803 -1.464 -0.711
P 1.551 -0.215 -0.631 0.899
O 0.687 -2.818 7.640 -0.588
H -3.325 -2.117 -1.400 0.289
C -2.657 -2.481 1.770 -0.481
C -1.696 1.231 7.177 -0.286
H -1.212 -1.863 -2.137 0.541
H 4.240 3.863 -1.339 0.515
H -4.383 -3.543 2.597 0.464
H -2.499 2.401 -4.590 0.581
C 1.235 0.386 -4.345 0.468
C 0.909 -1.367 -1.916 1.319
H -1.723 1.770 1.215 0.962
H -3.015 2.290 -2.845 0.769
C 4.328 0.633 -2.060 -0.684
C 0.888 1.628 -3.899 -0.561
C 4.932 1.889 -2.179 -0.758
H 0.173 -1.774 5.604 0.681
H -1.079 -1.614 -4.775 0.346
C -0.999 -0.031 5.205 0.132
H 0.806 -0.873 -2.911 -2.750
N 3.152 0.774 -1.314 0.875
H 2.217 2.494 -0.393 0.279
C -3.910 -3.089 1.737 -0.922
N -2.423 2.343 7.759 0.980
O -2.902 3.195 6.983 -0.585
H 3.633 -0.173 1.659 0.410
C -0.436 -1.913 -1.349 -1.059
N -2.328 -2.055 0.483 0.530
C 0.874 0.826 1.043 -1.151
H 5.815 2.144 -2.743 0.490
C -4.392 -2.994 0.384 -0.695
H 1.452 2.755 -5.677 0.322
O -1.915 0.320 3.041 -0.814
C -0.367 -0.947 6.043 -0.363
C -2.489 1.904 -1.992 -0.639
C 3.561 -1.171 1.264 -0.665
N 2.659 -1.505 0.267 0.796
H 0.768 0.066 -6.451 0.458
H -2.071 1.849 5.134 0.563
H -1.907 -2.345 2.524 0.777
C -1.057 -0.318 3.696 0.684
C -1.101 0.268 8.016 -0.320
C -0.441 -0.824 7.439 -0.406
N 0.130 -1.867 8.233 0.984
C -1.713 1.669 0.154 0.174
H -0.267 -2.979 -1.094 0.475
H -2.723 -0.017 -4.273 1.126
H 4.698 -0.316 -2.452 0.544
H 2.361 -3.329 -0.837 0.407
C 0.607 -0.390 -5.461 -1.043
H -5.354 -3.348 0.009 0.449
C -2.302 0.519 -1.701 0.125
H 0.085 1.602 1.225 -0.013
H 1.374 2.095 -2.995 0.665
H 1.086 -1.386 -5.567 0.440
C -3.410 -2.338 -0.358 -0.115
C -1.693 1.715 -4.885 -0.642
H 2.214 0.001 -4.056 0.489
O -2.540 2.381 9.006 -0.563
C -1.781 0.388 -4.676 -0.315
O -0.221 -1.164 3.228 -0.810
H -2.155 3.649 -0.661 0.618
C 2.903 -2.824 -0.055 -0.524
H -1.320 -0.844 -6.331 0.440
C -2.087 2.588 -0.795 -1.721
P -0.866 -1.140 0.222 0.162
H 0.663 0.056 1.810 0.380
C -0.680 2.391 -5.761 -0.937
C 0.611 2.672 -4.967 -1.338
H -1.100 3.350 -6.114 0.469
H 5.088 -2.342 2.347 0.508
O 0.049 -1.798 9.474 -0.567
Mo -0.401 1.457 -1.763 0.603
```

* energy above the lowest of the compared OMol25 structures with the same formula, charge and spin: 128.73 kcal/mol
* gap between HOMO and LUMO (alpha / beta): 0.153 / 0.159 Eh
* 2S+1: 3
* LUMO energy (alpha / beta): -9.143 / -8.968 eV
* largest force on an atom: 7.089 eV/A
* charge: +2
* calculated total energy: -2848.07129 a.u.



No. 3
The following is a DFT calculation (wB97M-V/def2-TZVPD) of a structure of composition C34H38N2O2PPdS.

```
79
Properties=species:S:1:pos:R:3:mulliken_charge:R:1
H 3.363 -1.106 -4.932 0.372
C 0.074 1.783 3.507 -0.233
C -0.250 -4.781 -1.443 -1.208
H 2.532 1.957 -2.162 0.204
C -4.472 -0.091 0.186 -0.159
C -2.977 0.275 -4.445 -0.560
H -1.444 -0.412 3.854 0.118
C -5.876 1.823 0.285 -0.104
H -1.640 1.897 -4.880 0.378
C -0.240 -5.268 -0.108 -0.523
H 4.699 2.346 0.813 0.433
H 4.492 1.511 -0.736 0.258
C 1.919 -0.957 -3.347 -0.362
H -4.251 -1.147 0.135 0.432
C -0.203 -2.471 -0.589 0.998
C 2.517 4.015 0.604 -1.861
Pd 0.124 0.996 0.463 -0.620
C -3.204 -0.825 -3.631 -0.628
N -0.271 -0.926 2.194 0.628
C 2.066 1.561 0.603 -1.577
H -0.259 -5.456 -2.291 0.394
C -0.212 -2.970 0.788 0.449
H 0.806 2.564 3.725 0.362
H 0.963 -2.079 4.609 0.320
H -6.595 -0.224 0.171 0.363
H 2.913 3.968 1.622 0.391
S -2.024 2.996 0.381 -0.404
H 2.604 -1.154 -0.054 0.160
H 1.092 -0.820 -4.033 0.360
H -4.123 -1.392 -3.734 0.378
H 0.775 -0.381 6.136 0.366
P 0.061 -0.739 -1.113 2.425
C 4.054 -1.339 -1.629 -0.565
C -1.813 1.016 -4.273 -0.771
H 4.806 3.261 -0.708 0.411
C 0.483 0.452 4.126 0.955
O -0.216 -2.973 3.169 -0.447
H 1.038 1.366 6.014 0.442
C -4.747 2.601 0.339 -0.768
C 2.230 2.820 -1.560 -1.369
H 1.509 0.222 3.815 0.070
C -1.089 -0.475 -2.504 0.306
C -2.269 -1.196 -2.672 -0.789
C -0.070 -2.051 4.233 -0.833
H -3.708 0.569 -5.189 0.356
C -0.891 0.655 -3.302 -0.561
H 1.441 4.195 0.668 0.292
H -6.858 2.283 0.296 0.326
H 2.599 3.734 -2.045 0.496
O -2.220 0.091 0.195 -0.224
H 1.139 2.844 -1.527 0.044
H -0.015 1.271 -3.127 0.350
H 2.988 4.862 0.083 0.435
H -0.240 -6.337 0.082 0.321
C 4.278 -1.313 -3.004 -0.492
H 0.007 1.689 2.414 -0.795
H -4.817 3.678 0.400 0.373
H -0.185 -4.792 1.949 0.286
C -5.740 0.437 0.208 -0.848
H -0.151 -3.038 -2.646 0.346
C 1.683 -0.964 -1.976 0.934
H 5.279 -1.439 -3.399 0.337
H -0.908 2.099 3.877 0.373
C 2.779 -1.158 -1.124 -0.763
H -0.744 -2.338 5.044 0.266
H -0.606 0.719 5.977 0.357
C -0.203 -3.409 -1.626 -0.642
C -3.439 2.061 0.315 0.158
C 2.773 2.684 -0.130 3.115
H 4.887 -1.486 -0.951 0.369
C -0.400 -0.686 3.617 -0.207
C -0.231 -2.202 1.984 -0.126
C -0.208 -4.399 0.942 -1.588
H -2.454 -2.047 -2.027 0.469
C 4.286 2.439 -0.197 -1.861
C 3.205 -1.122 -3.859 -0.653
N -3.365 0.681 0.232 -0.018
H 2.741 1.003 1.269 0.320
C 0.425 0.536 5.652 -1.742
```

* energy above the lowest of the compared OMol25 structures with the same formula, charge and spin: 16.47 kcal/mol
* gap between HOMO and LUMO (alpha / beta): 0.136 / 0.205 Eh
* 2S+1: 4
* LUMO energy (alpha / beta): 4.772 / 4.766 eV
* largest force on an atom: 0.806 eV/A
* charge: -2
* calculated total energy: -2445.66323 a.u.